1.
{"formula": "CH3ClFOP", "method": "ωB97M-V/def2-TZVPD", "orbital_gap_ev": 10.71, "smiles": "COP(F)Cl", "de_lowest_kcal_mol": 55.0, "symbols": ["Cl", "P", "F", "O", "C", "H", "H", "H"], "positions_angstrom": [[1.784, -1.370, 1.864], [0.283, -1.497, 0.665], [-0.896, -1.234, 1.772], [0.662, 0.237, -0.064], [-0.268, 0.823, -0.950], [-1.148, 0.261, -0.934], [0.027, 1.013, -1.972], [-0.443, 1.768, -0.381]], "forces_ev_per_angstrom": [[1.73, -0.04, 1.23], [-1.47, 3.37, -1.94], [0.77, 0.15, -1.06], [0.25, -4.06, 1.39], [0.28, 1.69, 2.04], [-1.74, -0.74, -0.31], [0.66, -0.17, -0.14], [-0.48, -0.19, -1.21]]}

2.
{"formula": "C23H45FI2O11P2", "method": "ωB97M-V/def2-TZVPD", "orbital_gap_ev": 8.19, "symbols": ["I", "I", "P", "P", "F", "O", "O", "O", "O", "O", "O", "O", "O", "O", "O", "O", "C", "C", "C", "C", "C", "C", "C", "C", "C", "C", "C", "C", "C", "C", "C", "C", "C", "C", "C", "C", "C", "C", "C", "H", "H", "H", "H", "H", "H", "H", "H", "H", "H", "H", "H", "H", "H", "H", "H", "H", "H", "H", "H", "H", "H", "H", "H", "H", "H", "H", "H", "H", "H", "H", "H", "H", "H", "H", "H", "H", "H", "H", "H", "H", "H", "H", "H", "H"], "positions_angstrom": [[6.582, 0.932, -8.385], [8.703, 2.412, -5.960], [0.286, -0.344, -0.227], [-5.618, -3.848, 7.138], [1.208, 4.275, -3.139], [0.474, -0.450, 1.418], [-3.977, -3.823, 6.631], [1.861, 1.863, -6.401], [0.977, -1.790, -0.640], [-1.171, -0.815, -0.270], [1.869, 0.323, -0.227], [-7.107, -3.951, 7.483], [3.555, 0.442, -5.454], [-5.620, -2.232, 6.761], [-5.060, -3.728, 8.692], [1.208, -0.188, -5.532], [1.151, 2.613, 0.251], [-0.653, -0.389, 2.284], [2.795, 3.109, -4.610], [4.108, 1.427, -6.385], [-5.016, -4.908, 9.479], [-6.818, -1.582, 6.353], [1.947, 1.687, -0.650], [2.138, 0.599, -5.737], [5.668, 1.642, -6.508], [-1.157, -1.784, 2.610], [-3.895, -5.834, 9.042], [4.314, 4.895, -6.926], [0.920, -2.188, -2.002], [3.074, 3.890, -7.100], [5.996, 2.702, -4.153], [6.552, 2.203, -5.559], [4.001, 6.147, -5.943], [-4.469, -4.123, 4.254], [1.866, -1.373, -2.862], [-3.695, -4.604, 5.467], [1.244, 3.539, -4.391], [3.100, 2.625, -6.117], [-7.513, -0.940, 7.541], [-4.111, -6.266, 8.060], [-0.429, -2.312, 3.234], [2.070, 4.451, -7.063], [-0.108, -2.113, -2.373], [5.219, 2.026, -3.672], [3.002, 1.974, -0.635], [-5.983, -5.422, 9.440], [-4.848, -4.597, 10.513], [5.293, 4.389, -6.620], [-4.300, -3.058, 4.082], [-7.478, -2.276, 5.826], [4.394, 5.864, -4.892], [-4.171, -4.680, 3.362], [-2.104, -1.734, 3.154], [1.449, 2.491, 1.294], [-1.297, -2.395, 1.713], [1.931, -1.788, -3.868], [-2.622, -4.527, 5.275], [-8.501, -0.568, 7.255], [6.900, 2.928, -3.492], [-5.548, -4.260, 4.393], [1.595, 1.763, -1.684], [-2.950, -5.293, 8.960], [5.481, 3.720, -4.340], [-1.440, 0.235, 1.854], [1.210, -3.241, -2.041], [4.526, 5.371, -7.957], [2.866, -1.343, -2.424], [1.516, -0.339, -2.948], [4.551, 7.099, -6.235], [3.401, 4.045, -4.314], [1.296, 3.655, -0.043], [3.077, 2.321, -3.813], [3.145, 3.479, -8.179], [2.871, 6.297, -5.802], [-0.332, 0.103, 3.207], [-7.628, -1.635, 8.379], [-3.773, -6.656, 9.751], [-3.923, -5.653, 5.675], [-6.542, -0.805, 5.635], [0.078, 2.393, 0.194], [0.534, 2.652, -4.357], [0.978, 4.303, -5.205], [3.804, 1.063, -7.440], [-6.922, -0.098, 7.915]], "forces_ev_per_angstrom": [[-1.18, 0.36, 1.10], [-1.74, 0.04, 0.67], [1.96, -7.13, 5.70], [0.49, 7.80, 5.12], [-0.07, -1.20, -1.47], [-0.07, 1.22, -0.54], [-2.03, -2.89, -1.11], [2.07, -2.69, 1.69], [-0.23, 0.68, -0.38], [0.62, 3.54, -2.44], [-2.46, 1.68, -2.16], [1.30, -3.27, -2.56], [-2.55, 0.60, -1.31], [0.13, -0.90, -1.00], [-0.05, -0.67, -0.47], [4.03, 2.61, -0.51], [-0.02, 0.04, 0.09], [-0.33, -0.28, 0.16], [0.43, 0.57, 1.16], [0.22, 1.06, -1.68], [0.13, -0.15, 0.25], [-0.39, 0.21, 0.21], [0.25, 0.52, 0.10], [-2.66, -0.88, -0.51], [2.04, 0.55, 1.94], [0.04, -0.29, 0.05], [0.06, -0.10, -0.11], [-0.25, 1.37, -0.47], [0.18, -0.15, -0.29], [1.02, -0.74, -1.03], [0.77, 1.20, -0.77], [-2.56, -1.22, -0.92], [0.31, -1.17, 1.11], [-0.05, 0.08, -0.04], [0.13, -0.02, 0.04], [0.33, -0.02, -0.55], [1.33, 0.57, -0.44], [-1.51, 1.84, 0.21], [0.02, 0.12, 0.24], [0.03, -0.07, 0.03], [-0.06, 0.10, 0.00], [1.58, -0.95, 0.26], [0.02, -0.04, 0.02], [1.32, 0.58, -0.72], [-0.04, -0.19, 0.01], [0.01, 0.03, 0.04], [-0.06, 0.13, -0.12], [-1.53, 0.50, -0.39], [0.05, -0.09, 0.02], [0.01, 0.02, 0.18], [-0.62, 0.62, -1.52], [-0.05, 0.03, 0.07], [0.06, 0.01, -0.01], [0.05, -0.01, -0.09], [-0.08, 0.29, 0.02], [-0.07, 0.08, 0.10], [-0.07, 0.06, 0.18], [0.06, -0.01, 0.01], [-1.49, -0.57, -0.65], [0.00, -0.05, -0.03], [0.12, 0.14, -0.05], [-0.10, -0.01, 0.07], [0.86, -1.54, 0.29], [0.02, -0.18, -0.04], [-0.05, 0.07, 0.17], [-0.38, -0.95, 1.49], [-0.09, -0.09, 0.03], [0.00, -0.02, -0.09], [-0.93, -1.26, 0.19], [-0.94, -1.47, -0.68], [-0.05, -0.09, -0.03], [-0.59, 1.04, -1.40], [-0.19, 0.45, 1.68], [1.71, 0.05, -0.48], [0.18, 0.00, -0.11], [-0.05, -0.06, -0.28], [-0.04, 0.03, -0.05], [0.15, -0.06, -0.09], [0.20, -0.08, 0.04], [-0.01, 0.04, -0.05], [0.86, 1.34, 0.12], [0.05, -1.31, 1.26], [0.54, 0.68, 1.58], [-0.06, -0.05, -0.10]]}